[1]
Molecular formula: C19H61N3O10
Method: DFT, ωB97M-V/def2-TZVPD

The SMILES is COC[C@H](C)N.COC[C@H](C)N.COC[C@H](C)N.CO.CO.CO.CO.CO.CO.CO. The energy comes out at -1676.572538 Ha. The value obtained for the energy above the lowest of the compared OMol25 structures with the same formula, charge and spin is 12.333 eV. The value obtained for the LUMO energy is 0.0097 hartree.

Structure (XYZ):
```
93
C19H61N3O10 (ωB97M-V/def2-TZVPD)
C 43.13300 9.71600 18.92700
O 43.15300 10.21800 20.21700
C 44.19200 9.61100 21.01300
C 43.96800 10.01000 22.56000
C 43.87800 11.55500 22.71600
N 44.81000 9.40800 23.56900
H 44.36500 9.46400 18.69200
H 42.58600 10.50700 18.28200
H 42.61700 8.55600 18.83900
H 44.27200 8.57700 20.79900
H 45.02200 10.11200 20.85600
H 42.92800 9.68900 22.85200
H 43.66400 11.75600 23.87800
H 42.98600 12.07000 22.15200
H 44.90900 11.90300 22.37000
H 44.77500 8.46600 23.37100
H 45.72500 9.38500 23.31000
C 43.65900 1.66900 23.93500
O 44.30300 2.79300 24.32800
C 44.53900 3.83400 23.35700
C 45.02400 5.01700 24.14200
C 43.93100 5.56400 25.08000
N 45.33800 6.05200 23.06700
H 42.59800 1.61300 23.52200
H 43.68200 0.87900 24.69400
H 44.32200 1.25500 23.29500
H 45.34900 3.45400 22.59500
H 43.48400 3.85200 22.98800
H 45.90400 4.66900 24.66200
H 43.98400 4.88500 26.16800
H 42.92800 5.54200 24.80500
H 44.32200 6.50800 25.48700
H 45.96900 5.38200 22.51500
H 44.41700 6.29000 22.52000
C 37.63000 1.50900 22.97800
O 38.71000 2.47400 23.00600
C 38.27600 3.77900 22.85100
C 39.28400 4.88800 22.89400
C 40.28100 4.96000 24.11800
N 38.53200 6.20600 22.99700
H 38.07600 0.52700 23.10700
H 37.28000 1.59200 21.97600
H 37.06300 1.81000 23.75000
H 37.68100 3.76300 21.87300
H 37.47300 3.85200 23.59800
H 39.77800 4.94900 22.06600
H 40.89300 5.92400 23.96100
H 40.89700 4.12500 24.25900
H 39.65600 4.85400 25.01600
H 38.01900 6.19900 23.90300
H 37.83700 6.14800 22.40700
C 40.79000 6.88700 17.22100
O 41.62800 7.48600 16.30400
H 41.27200 5.91200 17.46800
H 39.78300 6.60400 16.85800
H 40.35700 7.45600 18.08600
H 41.24300 8.21400 15.86100
C 46.94700 4.64300 20.33900
O 47.34200 4.84700 21.66000
H 47.58100 5.31200 19.85700
H 46.03900 5.17500 20.14600
H 46.94700 3.66300 20.11800
H 48.05800 4.33600 21.69500
C 45.24300 6.21700 17.30900
O 45.72000 6.11300 15.98500
H 46.11600 6.39200 17.85800
H 44.81300 5.29700 17.84200
H 44.54700 6.87700 17.22700
H 45.09200 6.81600 15.53000
C 37.57600 6.52800 19.45900
O 36.59400 6.63100 20.55700
H 37.34700 7.11900 18.64400
H 37.23300 5.39400 19.23400
H 38.61800 6.66600 19.80400
H 35.64000 6.28200 20.11500
C 42.09800 6.35400 20.80400
O 43.04000 5.86900 19.93400
H 41.02600 6.20700 20.33900
H 42.37200 7.40800 20.97800
H 42.07000 6.11600 21.80300
H 43.14800 4.96500 20.39600
C 44.13600 2.16700 19.55400
O 43.05000 2.85200 20.31200
H 44.10300 1.06400 19.64200
H 45.07700 2.59100 19.88800
H 44.11400 2.41700 18.39900
H 42.48000 2.17600 20.77100
C 38.79100 9.42500 21.37100
O 39.37000 8.95700 22.61300
H 39.05100 8.39800 20.63700
H 39.21100 10.40000 21.00900
H 37.67600 9.67500 21.55700
H 39.26600 7.96700 22.63900
```



[2]
Molecular formula: C15H5Cl45O6S
Method: DFT, ωB97M-V/def2-TZVPD

The energy comes out at -22132.340994 Ha. The value obtained for the LUMO energy is -0.0355 hartree.

Structure (XYZ):
```
72
C15H5Cl45O6S (ωB97M-V/def2-TZVPD)
C -1.23201 2.46084 -1.81174
C -0.09286 3.40688 -2.06261
O 0.77595 3.12010 -2.83304
O -0.00249 4.61020 -1.36120
C -1.11028 5.44542 -1.47536
O -1.03342 6.43282 -2.14117
C -2.38367 5.14208 -0.70194
O -3.46644 5.88366 -1.27036
S -4.56130 4.91220 -1.97971
O -3.85305 4.10604 -2.92330
O -4.99392 3.83530 -0.72993
Cl -4.54550 2.22622 -0.97366
H -0.91464 1.43860 -1.91185
H -1.57597 2.60230 -0.79551
H -2.05393 2.71211 -2.47031
H -2.61561 4.09250 -0.62635
H -2.24908 5.50001 0.31108
C -2.94796 0.60157 2.81226
Cl -2.66398 1.31590 4.40229
Cl -2.54526 1.77488 1.55214
Cl -1.90973 -0.81429 2.60710
Cl -4.64520 0.13780 2.66484
C 1.45740 7.32673 -5.11840
Cl 3.12929 7.86829 -4.90695
Cl 1.35311 5.60488 -4.75354
Cl 0.40586 8.22072 -4.02280
Cl 0.95610 7.61427 -6.79144
C 3.79978 1.28885 -2.38420
Cl 5.31039 0.66026 -1.72049
Cl 3.59004 0.67530 -4.02652
Cl 2.40150 0.77364 -1.40560
Cl 3.85185 3.04878 -2.41306
C 0.79281 -4.12190 1.56594
Cl 2.30943 -3.21550 1.55854
Cl 1.06725 -5.73326 2.22621
Cl -0.39632 -3.26703 2.56781
Cl 0.17825 -4.25584 -0.08265
C 4.26638 -2.32557 1.53170
Cl 4.37160 -3.91895 0.77196
Cl 3.49015 -2.46691 3.11373
Cl 5.89206 -1.65586 1.72652
Cl 3.30671 -1.24340 0.51828
C -7.00409 3.33882 -5.10668
Cl -6.85142 4.58524 -3.85414
Cl -6.19830 1.86269 -4.57801
Cl -8.71534 3.00654 -5.39268
Cl -6.25619 3.91969 -6.59494
C 2.64444 -9.60561 1.38091
Cl 4.15222 -8.68570 1.38764
Cl 2.93913 -11.22967 2.00798
Cl 1.45711 -8.78796 2.40207
Cl 2.02574 -9.71250 -0.27046
C 3.50844 3.16771 2.05982
Cl 3.36756 3.35937 3.81331
Cl 4.61816 4.38478 1.42327
Cl 4.12094 1.55365 1.69017
Cl 1.91708 3.38290 1.31753
C 0.93622 -1.38391 6.38595
Cl 1.31800 -2.64186 5.20493
Cl -0.81044 -1.32954 6.64258
Cl 1.74764 -1.74205 7.91293
Cl 1.49342 0.17556 5.77031
C -0.16782 -4.72762 -4.09381
Cl -0.70477 -5.29444 -5.67738
Cl 0.69227 -3.19590 -4.27319
Cl -1.57270 -4.49175 -3.04551
Cl 0.90848 -5.92682 -3.37011
C -0.43811 -7.45092 5.96258
Cl -1.44901 -8.72867 5.27864
Cl 1.25077 -7.96657 5.95921
Cl -0.60934 -5.98420 4.99333
Cl -0.94318 -7.12411 7.62451
```